Molecular formula: C26H33Cl3HgN4OSSbSe6
Method: DFT, ωB97M-V with the def2-TZVPD basis set

XYZ file:
```
76
Properties=species:S:1:pos:R:3
Hg -0.562 -0.499 0.878
C -0.282 3.086 2.326
Se -1.733 3.091 1.035
C -2.979 2.001 2.074
C -4.109 1.479 1.202
Se -3.520 0.116 -0.081
C -5.265 0.067 -0.983
H 0.069 2.065 2.464
H -0.602 3.522 3.269
H 0.533 3.680 1.915
H -3.381 2.614 2.881
H -2.410 1.176 2.502
H -4.564 2.294 0.635
H -4.882 1.028 1.826
H -5.492 1.041 -1.416
H -6.045 -0.224 -0.280
H -5.194 -0.676 -1.774
Cl -1.729 7.484 -3.323
C -0.364 6.578 -2.716
C -0.546 5.681 -1.677
C 0.550 4.978 -1.213
C 1.821 5.147 -1.758
C 2.965 4.325 -1.220
C 3.126 3.005 -2.001
N 1.914 2.211 -2.004
C 0.834 2.333 -2.858
C -0.108 1.461 -2.395
N 0.375 0.802 -1.294
C 1.578 1.276 -1.077
O 2.700 4.104 0.142
C 3.875 3.918 0.942
C 3.435 3.733 2.354
C 3.291 4.721 3.278
Cl 3.554 6.412 3.028
S 2.784 4.133 4.806
C 2.762 2.519 4.216
C 3.124 2.457 2.913
C 1.950 6.049 -2.803
Cl 3.500 6.295 -3.578
C 0.874 6.775 -3.295
H -1.522 5.525 -1.239
H 0.432 4.263 -0.411
H 3.899 4.888 -1.337
H 3.924 2.403 -1.560
H 3.400 3.234 -3.033
H 0.845 3.019 -3.689
H -1.093 1.260 -2.784
H 2.271 0.948 -0.308
H 4.511 4.806 0.842
H 4.429 3.029 0.627
H 2.535 1.685 4.862
H 3.197 1.529 2.362
H 1.008 7.474 -4.107
N -1.134 -2.179 -1.528
C -0.085 -2.461 -1.931
N 1.113 -2.789 -2.380
C 2.115 -3.290 -1.412
C 2.157 -4.809 -1.452
C 2.369 -5.319 -2.876
C 1.300 -4.770 -3.822
C 1.267 -3.247 -3.754
H 1.863 -2.913 -0.421
H 3.085 -2.861 -1.676
H 1.212 -5.201 -1.057
H 2.951 -5.140 -0.785
H 2.362 -6.412 -2.897
H 3.359 -5.001 -3.226
H 0.319 -5.154 -3.523
H 1.477 -5.087 -4.854
H 0.462 -2.827 -4.356
H 2.213 -2.840 -4.126
Se 4.794 -3.582 0.742
Sb 4.320 -1.289 1.347
Se 1.675 -1.297 1.915
Se 5.096 -0.679 3.547
Se 4.712 0.342 -0.440
```

Calculated values
Spin multiplicity ... 2
Total charge ... -2
Frontier orbital gap (alpha / beta) ... 4.63 / 5.00 eV
Energy above the lowest of the compared OMol25 structures with the same formula, charge and spin ... 0.262 eV

Atom charges from the Löwdin analysis, given in e for atoms 1 to 6: number 1, Hg, carries 0.50; number 2, C, carries -0.41; number 3, Se, carries 0.84; number 4, C, carries -0.61; number 5, C, carries -0.60; number 6, Se, carries 0.73